{"formula": "C28H51BBr2ClFKLiMgN3O13P", "method": "wB97M-V/def2-TZVPD", "symbols": ["C", "C", "C", "C", "C", "C", "N", "C", "C", "C", "C", "O", "Cl", "O", "C", "Br", "B", "O", "N", "C", "C", "C", "C", "C", "C", "C", "C", "C", "C", "H", "H", "H", "H", "H", "H", "H", "H", "H", "H", "H", "H", "H", "H", "H", "H", "H", "H", "H", "H", "H", "H", "H", "H", "H", "H", "H", "H", "H", "H", "H", "H", "H", "H", "O", "H", "Li", "Br", "C", "C", "O", "C", "O", "O", "F", "H", "H", "H", "C", "O", "H", "H", "H", "N", "H", "H", "H", "H", "Mg", "O", "P", "O", "O", "O", "K", "C", "C", "O", "C", "H", "H", "H", "H", "H", "H"], "xyz": [[4.233, 1.656, 1.200], [3.589, 0.644, 0.262], [3.012, 1.286, -1.010], [2.624, 0.164, -1.989], [1.263, 0.279, -2.681], [0.111, 0.445, -1.714], [-0.448, -0.874, -1.236], [0.191, -1.391, -0.005], [-0.111, -2.902, -0.047], [0.274, -3.635, 1.286], [0.994, -2.739, 2.245], [2.094, -2.272, 2.070], [0.140, -2.254, 3.731], [-1.401, -3.192, -0.525], [-2.363, -2.188, -0.391], [-2.814, -2.105, 1.562], [-3.690, -2.742, -1.159], [-3.730, -2.669, -2.536], [-4.825, -3.278, -0.428], [-4.463, -4.710, -0.230], [-6.038, -3.278, -1.274], [-1.925, -0.829, -0.991], [-2.418, 0.396, -0.234], [-3.935, 0.491, -0.241], [-4.678, 0.388, -1.413], [-6.062, 0.453, -1.333], [-6.694, 0.600, -0.116], [-5.963, 0.723, 1.057], [-4.580, 0.661, 0.978], [4.605, 1.209, 2.126], [5.086, 2.113, 0.699], [3.536, 2.452, 1.444], [4.267, -0.166, -0.012], [2.750, 0.175, 0.802], [3.811, 1.900, -1.417], [2.197, 1.956, -0.745], [2.716, -0.819, -1.525], [3.365, 0.170, -2.787], [1.143, -0.618, -3.291], [1.295, 1.105, -3.389], [-0.688, 0.949, -2.248], [0.383, 1.024, -0.834], [-0.273, -1.602, -2.016], [1.260, -1.263, -0.122], [-0.219, -0.915, 0.880], [0.529, -3.318, -0.789], [0.854, -4.544, 1.072], [-0.640, -3.976, 1.772], [-3.149, -3.319, -2.952], [-4.164, -5.179, -1.179], [-3.618, -4.810, 0.448], [-5.343, -5.239, 0.120], [-5.989, -4.089, -2.003], [-6.194, -2.325, -1.764], [-6.900, -3.484, -0.640], [-2.383, -0.768, -1.976], [-2.037, 0.444, 0.780], [-2.074, 1.319, -0.701], [-4.152, 0.248, -2.346], [-6.654, 0.356, -2.232], [-7.771, 0.628, -0.042], [-6.418, 0.830, 2.028], [-3.983, 0.736, 1.874], [0.159, -2.236, -2.914], [0.515, -3.060, -3.269], [2.105, -0.769, 3.355], [4.383, -2.708, -3.135], [-0.462, 4.503, 1.601], [-1.337, 4.092, 2.756], [-1.492, 2.685, 2.532], [-0.376, 2.286, 1.883], [-0.065, 1.124, 1.772], [0.313, 3.294, 1.396], [-2.554, 4.679, 2.713], [-1.025, 4.727, 0.698], [0.174, 5.351, 1.826], [-0.901, 4.252, 3.745], [1.617, 4.585, -1.526], [0.755, 5.214, -0.715], [2.133, 5.219, -2.295], [2.489, 4.073, -1.025], [1.191, 3.752, -2.162], [7.285, -3.399, -2.061], [7.665, -4.199, -2.566], [7.612, -2.534, -2.492], [6.238, -3.416, -2.119], [7.586, -3.434, -1.088], [1.130, -5.725, 2.429], [5.237, -9.813, 2.852], [3.715, -9.947, 2.911], [3.062, -8.850, 2.084], [3.260, -9.764, 4.355], [3.257, -11.307, 2.385], [2.684, -4.319, -1.752], [1.890, 9.485, 2.423], [1.227, 8.345, 1.683], [0.477, 7.580, 2.247], [1.534, 8.192, 0.216], [1.579, 9.472, 3.466], [2.975, 9.378, 2.375], [1.598, 10.437, 1.978], [2.605, 8.032, 0.076], [1.226, 9.091, -0.324], [0.999, 7.325, -0.186]], "homo_ev": -5.57, "e_tot_ev": -248208.66946, "gap_ev": 3.09, "largest_force_ev_per_a": 4.346}

***

{"formula": "C28H51BrN5O6S", "method": "wB97M-V/def2-TZVPD", "symbols": ["C", "C", "C", "C", "N", "C", "C", "O", "O", "C", "C", "C", "O", "Br", "N", "N", "C", "S", "C", "C", "C", "C", "C", "C", "C", "C", "C", "C", "C", "O", "C", "H", "H", "H", "H", "H", "H", "H", "H", "H", "H", "H", "H", "H", "H", "H", "H", "H", "H", "H", "H", "H", "H", "H", "H", "H", "H", "H", "H", "H", "H", "H", "H", "H", "H", "H", "H", "H", "C", "C", "O", "N", "C", "H", "H", "H", "H", "H", "H", "H", "C", "C", "O", "N", "C", "H", "H", "H", "H", "H", "H", "H"], "xyz": [[2.695, -0.272, 4.654], [1.190, -0.143, 3.943], [1.383, 0.811, 2.583], [0.237, 1.980, 2.488], [-1.062, 1.556, 1.839], [-2.453, 1.601, 2.506], [-2.724, 2.079, 4.055], [-3.131, 0.849, 4.801], [-2.404, -0.128, 4.285], [-3.591, 1.103, 1.436], [-5.223, 0.973, 1.526], [-5.834, 0.920, 3.046], [-6.011, 2.080, 3.683], [-6.320, -0.869, 3.822], [-2.842, 0.754, 0.169], [-3.516, 0.314, -0.961], [-3.544, 1.384, -1.864], [-3.125, 2.729, -2.876], [-1.381, 1.028, 0.449], [-0.313, 0.776, -0.769], [-0.266, -0.757, -1.349], [0.479, -1.847, -0.377], [1.981, -2.319, -0.935], [3.214, -1.721, 0.024], [3.648, -0.288, -0.655], [5.118, 0.276, -0.194], [5.086, 1.425, 0.975], [4.824, 2.954, 0.440], [3.580, 3.119, -0.614], [3.878, 2.644, -1.990], [2.643, 2.314, -2.725], [3.365, -0.840, 3.870], [3.196, 0.797, 4.810], [2.641, -0.870, 5.682], [0.439, 0.364, 4.692], [0.892, -1.225, 3.609], [2.417, 1.377, 2.768], [1.533, 0.187, 1.604], [0.126, 2.442, 3.563], [0.702, 2.847, 1.814], [-3.556, 2.901, 4.020], [-1.787, 2.516, 4.605], [-2.845, -0.982, 4.582], [-5.567, 0.000, 0.952], [-5.704, 1.884, 0.945], [-0.674, 1.463, -1.676], [0.717, 1.213, -0.427], [-1.383, -1.149, -1.492], [0.189, -0.749, -2.452], [0.495, -1.528, 0.749], [-0.180, -2.841, -0.425], [2.072, -3.494, -0.899], [2.080, -1.929, -2.054], [2.862, -1.621, 1.160], [4.110, -2.486, 0.001], [3.697, -0.478, -1.829], [2.761, 0.455, -0.483], [5.729, 0.681, -1.131], [5.715, -0.647, 0.238], [6.171, 1.425, 1.471], [4.351, 1.056, 1.808], [5.777, 3.489, -0.006], [4.530, 3.594, 1.404], [2.585, 2.610, -0.195], [3.300, 4.271, -0.734], [2.955, 2.197, -3.864], [1.843, 3.166, -2.600], [2.149, 1.295, -2.415], [-7.625, -5.707, 1.913], [-8.509, -5.165, 0.827], [-8.872, -5.852, -0.125], [-8.914, -3.865, 0.917], [-8.600, -2.901, 1.945], [-7.387, -6.754, 1.702], [-6.689, -5.142, 1.952], [-8.140, -5.657, 2.876], [-9.507, -3.573, 0.149], [-9.540, -2.563, 2.390], [-8.100, -2.052, 1.473], [-7.958, -3.316, 2.723], [5.437, 1.452, -5.905], [4.577, 0.229, -5.759], [4.326, -0.268, -4.664], [4.066, -0.335, -6.892], [4.242, 0.093, -8.260], [5.769, 1.784, -4.916], [6.321, 1.220, -6.505], [4.864, 2.261, -6.366], [3.498, -1.154, -6.713], [3.254, 0.303, -8.678], [4.699, -0.729, -8.816], [4.869, 0.982, -8.342]], "homo_ev": -11.04, "e_tot_ev": -130451.44047, "gap_ev": 6.02, "largest_force_ev_per_a": 9.066, "charge": 1}

***

{"formula": "C28H51NO43S10", "method": "wB97M-V/def2-TZVPD", "symbols": ["C", "C", "C", "N", "C", "C", "C", "C", "O", "O", "C", "O", "H", "H", "H", "H", "H", "H", "H", "H", "H", "H", "H", "C", "C", "O", "S", "O", "O", "O", "H", "H", "H", "H", "C", "C", "O", "S", "O", "O", "O", "H", "H", "H", "H", "C", "C", "O", "S", "O", "O", "O", "H", "H", "H", "H", "C", "C", "O", "S", "O", "O", "O", "H", "H", "H", "H", "C", "C", "O", "S", "O", "O", "O", "H", "H", "H", "H", "C", "C", "O", "S", "O", "O", "O", "H", "H", "H", "H", "C", "C", "O", "S", "O", "O", "O", "H", "H", "H", "H", "C", "C", "O", "S", "O", "O", "O", "H", "H", "H", "H", "C", "C", "O", "S", "O", "O", "O", "H", "H", "H", "H", "C", "C", "O", "S", "O", "O", "O", "H", "H", "H", "H"], "xyz": [[-4.747, -1.405, 3.910], [-5.035, -2.644, 4.920], [-3.656, -3.387, 5.450], [-2.709, -2.417, 6.096], [-1.322, -2.494, 5.555], [-0.787, -2.591, 4.208], [-1.640, -2.651, 2.837], [0.833, -2.604, 4.372], [1.763, -2.728, 3.494], [1.118, -2.421, 5.783], [-0.079, -2.412, 6.590], [-0.266, -2.313, 7.855], [-4.854, -1.759, 2.796], [-5.480, -0.518, 4.155], [-3.680, -0.973, 4.113], [-5.807, -3.419, 4.493], [-5.529, -2.178, 5.881], [-4.016, -4.110, 6.305], [-3.178, -4.072, 4.646], [-3.079, -1.452, 6.132], [-0.851, -2.689, 1.965], [-2.278, -1.700, 2.625], [-2.249, -3.641, 2.732], [1.272, 2.676, 5.382], [2.636, 2.230, 4.870], [3.103, 1.284, 5.833], [1.825, 0.492, 6.459], [1.680, -0.765, 5.758], [1.891, 0.583, 7.890], [0.668, 1.503, 5.927], [1.373, 3.412, 6.185], [0.649, 3.090, 4.587], [3.336, 3.061, 4.775], [2.547, 1.716, 3.908], [-0.987, 6.681, 1.733], [-0.530, 7.413, 2.988], [0.289, 6.475, 3.687], [1.046, 5.524, 2.605], [2.369, 6.045, 2.395], [0.792, 4.152, 2.952], [0.138, 5.906, 1.314], [-1.810, 5.994, 1.956], [-1.292, 7.367, 0.945], [-1.366, 7.734, 3.611], [0.090, 8.280, 2.736], [4.602, -2.663, 0.680], [3.672, -1.457, 0.671], [4.525, -0.329, 0.479], [5.790, -0.776, -0.441], [5.510, -0.401, -1.802], [7.000, -0.403, 0.238], [5.595, -2.385, -0.310], [5.103, -2.768, 1.647], [4.077, -3.591, 0.442], [3.108, -1.360, 1.601], [2.978, -1.502, -0.170], [2.448, -3.265, -3.860], [1.474, -4.434, -3.809], [1.087, -4.536, -2.437], [1.089, -3.051, -1.776], [-0.257, -2.548, -1.791], [1.893, -3.084, -0.586], [1.927, -2.297, -2.947], [3.441, -3.562, -3.510], [2.529, -2.839, -4.862], [1.924, -5.363, -4.151], [0.577, -4.225, -4.398], [1.414, -7.254, -8.742], [0.411, -7.941, -7.824], [0.671, -7.408, -6.526], [1.181, -5.872, -6.677], [0.057, -5.003, -6.465], [2.421, -5.735, -5.966], [1.502, -5.910, -8.269], [2.405, -7.711, -8.656], [1.097, -7.271, -9.786], [0.522, -9.026, -7.825], [-0.616, -7.680, -8.097], [1.253, 0.775, -4.760], [0.866, 1.510, -3.483], [0.445, 2.804, -3.913], [-0.237, 2.678, -5.384], [-1.664, 2.614, -5.214], [0.403, 3.615, -6.263], [0.298, 1.184, -5.738], [2.246, 1.080, -5.104], [1.231, -0.309, -4.634], [1.696, 1.588, -2.779], [0.017, 1.025, -2.991], [-3.871, -2.909, -1.212], [-5.200, -3.261, -1.869], [-6.121, -3.404, -0.786], [-5.692, -2.385, 0.407], [-6.493, -1.197, 0.294], [-5.579, -3.138, 1.624], [-4.199, -2.043, -0.129], [-3.386, -3.800, -0.800], [-3.187, -2.412, -1.903], [-5.145, -4.181, -2.453], [-5.552, -2.446, -2.508], [-3.327, 11.851, 0.219], [-1.963, 11.405, -0.294], [-1.495, 10.462, 0.669], [-2.769, 9.670, 1.298], [-2.909, 8.421, 0.602], [-2.700, 9.764, 2.729], [-3.928, 10.678, 0.766], [-3.225, 12.587, 1.021], [-3.951, 12.264, -0.576], [-1.263, 12.236, -0.392], [-2.053, 10.890, -1.255], [-4.010, 2.847, 0.372], [-5.266, 2.667, 1.215], [-5.363, 3.858, 1.995], [-4.757, 5.102, 1.140], [-5.851, 5.794, 0.517], [-3.769, 5.766, 1.944], [-3.996, 4.226, 0.001], [-3.109, 2.643, 0.957], [-4.016, 2.214, -0.518], [-5.212, 1.787, 1.859], [-6.158, 2.601, 0.585], [8.579, -4.040, -3.918], [7.604, -5.211, -3.863], [7.225, -5.314, -2.492], [7.231, -3.826, -1.828], [5.884, -3.321, -1.838], [8.041, -3.862, -0.644], [8.064, -3.073, -3.004], [9.573, -4.339, -3.574], [8.655, -3.614, -4.921], [8.053, -6.143, -4.209], [6.703, -5.001, -4.448]], "homo_ev": -8.76, "e_tot_ev": -227728.97900, "gap_ev": 8.30, "largest_force_ev_per_a": 9.923}

***

{"formula": "C28H52BaN2O2Si2", "method": "wB97M-V/def2-TZVPD", "symbols": ["O", "O", "C", "C", "H", "H", "H", "H", "H", "C", "C", "H", "H", "H", "H", "H", "C", "C", "C", "H", "H", "H", "H", "H", "C", "H", "H", "H", "H", "H", "H", "Ba", "C", "Si", "H", "H", "C", "C", "C", "C", "Si", "H", "H", "C", "C", "C", "H", "H", "H", "H", "H", "H", "H", "H", "H", "H", "H", "H", "H", "H", "H", "H", "H", "H", "C", "C", "C", "C", "C", "C", "N", "N", "C", "C", "C", "C", "C", "C", "H", "H", "H", "H", "H", "H", "H", "H", "H"], "xyz": [[-0.729, -0.923, -1.688], [1.015, 0.905, -3.727], [-0.073, -2.140, -2.180], [-0.774, -3.381, -1.671], [0.972, -2.048, -1.850], [-0.078, -2.131, -3.276], [-0.941, -3.348, -0.581], [-0.165, -4.259, -1.932], [-1.746, -3.502, -2.178], [-1.892, -0.423, -2.409], [-1.964, -0.795, -3.865], [-1.818, 0.664, -2.288], [-2.782, -0.754, -1.862], [-1.126, -0.371, -4.427], [-2.888, -0.365, -4.263], [-2.024, -1.877, -4.009], [0.341, 2.335, -3.434], [2.287, 0.844, -4.631], [-0.631, 2.664, -4.528], [1.192, 3.018, -3.353], [-0.151, 2.186, -2.466], [-0.155, 2.686, -5.510], [-1.078, 3.653, -4.355], [-1.460, 1.946, -4.547], [1.977, 1.223, -6.050], [2.604, -0.200, -4.549], [3.023, 1.493, -4.145], [1.220, 0.548, -6.459], [2.887, 1.111, -6.653], [1.644, 2.256, -6.161], [1.370, 0.593, -2.823], [-0.218, 0.021, 0.652], [2.536, 0.265, -1.461], [3.662, 0.706, -0.048], [2.834, -0.582, -2.088], [2.633, 1.197, -2.036], [5.335, -0.126, -0.384], [3.053, 0.342, 1.692], [3.913, 2.578, -0.231], [-2.792, -1.485, 0.873], [-3.926, -0.023, 0.923], [-2.251, -1.844, 1.764], [-3.040, -2.367, 0.274], [-5.464, -0.302, -0.143], [-3.175, 1.568, 0.234], [-4.361, 0.418, 2.705], [3.287, 2.965, -1.045], [4.958, 2.790, -0.489], [3.662, 3.147, 0.671], [5.341, -1.188, -0.106], [6.170, 0.366, 0.129], [5.531, -0.075, -1.465], [2.335, -0.491, 1.774], [2.634, 1.224, 2.204], [3.927, 0.021, 2.273], [-3.991, 2.145, -0.217], [-2.434, 1.428, -0.563], [-2.750, 2.191, 1.027], [-5.190, 1.135, 2.757], [-3.495, 0.862, 3.217], [-4.653, -0.483, 3.252], [-6.359, 0.269, 0.147], [-5.724, -1.365, -0.082], [-5.276, -0.068, -1.202], [-0.917, 2.774, 6.574], [-0.999, 3.165, 5.223], [-0.657, 2.282, 4.203], [-0.260, 0.971, 4.548], [-0.150, 0.582, 5.888], [-0.483, 1.475, 6.908], [0.006, 0.031, 3.539], [0.245, -1.142, 4.039], [0.623, -2.230, 3.260], [0.798, -3.437, 4.005], [1.223, -4.583, 3.356], [1.501, -4.549, 1.979], [1.352, -3.336, 1.253], [0.860, -2.222, 1.884], [-1.174, 3.491, 7.365], [-1.324, 4.177, 4.980], [-0.686, 2.582, 3.156], [0.195, -0.421, 6.120], [-0.396, 1.147, 7.949], [0.602, -3.344, 5.073], [1.353, -5.498, 3.928], [1.858, -5.432, 1.435], [1.659, -3.329, 0.197]], "homo_ev": -5.43, "e_tot_ev": -53397.82140, "gap_ev": 5.19, "largest_force_ev_per_a": 3.126}